Entry 1:
{"formula": "C5H9ISi", "method": "the ωB97M-V functional and the def2-TZVPD basis", "species": ["C", "C", "C", "C", "C", "Si", "I", "H", "H", "H", "H", "H", "H", "H", "H", "H"], "positions_angstrom": [[-1.64450, -0.06199, -0.67801], [-0.38928, -1.51082, 1.15100], [1.37849, -0.01046, -0.96426], [0.14554, 1.44653, 1.55838], [-1.06263, -2.59274, 1.37378], [-0.05705, 0.07493, 0.26822], [-3.50082, 0.33747, 0.22156], [1.45579, 0.91182, -1.53117], [2.32150, -0.16839, -0.45436], [1.23907, -0.82244, -1.66903], [1.01256, 1.24778, 2.18282], [0.28361, 2.42008, 1.09998], [-0.72156, 1.50160, 2.20776], [-0.69577, -3.30897, 2.10014], [-1.99650, -2.88445, 0.90739], [-1.76517, -0.84435, -1.41223]], "forces_ev_per_a": [[-0.026, 0.184, 0.983], [0.231, 0.676, -0.780], [-0.459, -0.077, 0.571], [-0.212, -0.400, -0.607], [-0.025, -0.496, 0.345], [0.069, 0.192, -0.025], [0.453, -0.053, -0.214], [-0.076, 0.216, -0.038], [0.231, -0.045, 0.149], [-0.084, -0.189, -0.107], [0.147, -0.139, 0.016], [0.014, 0.173, -0.153], [-0.200, -0.044, 0.083], [0.089, -0.151, 0.196], [-0.192, 0.183, -0.184], [0.039, -0.029, -0.235]], "homo_lumo_gap_ev": [7.5829, 8.1756], "e_homo_ev": [-7.93, -8.10]}

Entry 2:
{"formula": "C5H9MgO3", "method": "the ωB97M-V functional and the def2-TZVPD basis", "species": ["O", "C", "O", "C", "C", "H", "C", "H", "H", "H", "C", "H", "H", "H", "H", "H", "Mg", "O"], "positions_angstrom": [[0.83078, 1.90126, -0.18444], [0.49639, 0.70959, -0.08680], [-0.65388, 0.37907, -0.58358], [-1.68647, -0.24774, 0.21875], [1.48582, -0.37965, 0.45617], [0.91782, -1.18227, 0.95941], [2.35817, -0.95619, -0.66085], [1.95617, -1.88279, -1.09108], [2.44886, -0.23465, -1.48644], [3.35395, -1.16312, -0.24485], [-3.00541, 0.37301, -0.16087], [-1.45031, -0.07346, 1.27613], [-1.67853, -1.32550, 0.02328], [-3.11745, 1.36705, 0.29041], [-3.81360, -0.27045, 0.21085], [-3.10103, 0.45684, -1.25079], [2.48036, 2.16433, 0.91698], [2.17836, 0.36468, 1.39771]], "forces_ev_per_a": [[0.760, 0.421, 0.228], [-0.084, -1.479, -0.885], [-0.141, 0.656, -0.335], [-0.195, -0.772, 0.440], [-0.981, 1.406, 0.515], [0.041, 0.280, -0.190], [-0.031, 0.062, -0.404], [0.025, 0.272, 0.188], [0.187, -0.154, 0.152], [-0.352, 0.044, -0.068], [-0.291, 0.130, 0.043], [-0.064, -0.120, -0.216], [0.094, 0.212, -0.020], [0.016, -0.227, -0.216], [0.160, 0.203, -0.081], [0.036, -0.074, 0.299], [-0.862, -1.418, -0.074], [1.683, 0.556, 0.623]], "homo_lumo_gap_ev": 7.2478, "charge": 1, "e_homo_ev": -13.60}

Entry 3:
{"formula": "C5H9MgO4Sm", "method": "the ωB97M-V functional and the def2-TZVPD basis", "species": ["O", "C", "C", "O", "C", "C", "O", "C", "Mg", "H", "H", "H", "H", "H", "H", "H", "H", "H", "Sm", "O"], "positions_angstrom": [[-2.09741, -1.48732, -1.22981], [-2.52378, -1.05151, -0.06070], [-1.72938, -0.40019, 0.81856], [-0.36143, -0.43801, 0.49780], [0.36972, 0.78618, 0.57275], [1.69667, 0.53794, -0.09954], [1.43954, -0.05826, -1.37987], [2.58273, -0.07371, -2.23851], [-0.18563, -1.28748, -1.37531], [-3.58743, -1.17633, 0.18146], [0.51883, 1.08367, 1.61937], [-0.19671, 1.57100, 0.04852], [2.32766, -0.14474, 0.48816], [2.22757, 1.48919, -0.23837], [2.29147, -0.56011, -3.17441], [2.89908, 0.95816, -2.43735], [3.39747, -0.63544, -1.76170], [-2.07279, 0.15420, 1.74664], [-3.27113, -0.66980, 4.11564], [-3.72503, 1.40255, 3.90667]], "forces_ev_per_a": [[1.067, -0.567, -0.357], [-0.123, 0.908, 0.598], [-1.483, -0.014, 1.032], [0.634, -0.200, -0.249], [-0.117, 0.579, 0.053], [0.293, 0.289, 0.668], [-0.669, -0.558, -0.274], [0.600, 0.025, -0.355], [-0.985, 0.551, 0.640], [0.312, 0.097, -0.233], [-0.051, -0.036, -0.251], [0.121, -0.136, 0.186], [-0.116, 0.128, -0.159], [-0.113, -0.235, -0.019], [0.098, 0.144, 0.165], [-0.074, -0.296, 0.011], [-0.174, 0.159, -0.149], [0.634, -0.528, -1.236], [-1.099, 3.976, -0.155], [1.243, -4.285, 0.084]], "homo_lumo_gap_ev": [3.4467, 3.9628], "charge": 1, "multiplicity": 7, "e_homo_ev": [-8.65, -9.17]}

Entry 4:
{"formula": "C5H9N", "method": "the ωB97M-V functional and the def2-TZVPD basis", "species": ["C", "C", "C", "C", "C", "N", "H", "H", "H", "H", "H", "H", "H", "H", "H"], "positions_angstrom": [[-2.09581, 0.13097, 0.25495], [-0.85569, -0.63149, -0.23458], [0.44570, -0.13468, 0.42161], [2.66190, -0.68075, -0.54956], [0.69506, 1.27693, 0.15896], [0.86496, 2.39458, -0.06755], [-2.24883, 0.02374, 1.33535], [-2.03634, 1.20103, 0.02807], [-2.99337, -0.25865, -0.23713], [-0.97960, -1.69917, -0.02022], [-0.77299, -0.52798, -1.32165], [0.42626, -0.30263, 1.50394], [1.34183, -0.79128, 0.07767], [2.40130, -0.08312, -1.45119], [3.14560, 0.08250, 0.10134]], "forces_ev_per_a": [[-0.019, 0.022, 0.017], [-0.007, -0.027, -0.086], [-0.166, 0.321, 0.068], [-0.007, 0.311, -0.063], [0.000, 0.624, -0.070], [-0.141, -0.532, 0.139], [0.124, -0.009, -0.153], [0.076, -0.175, 0.026], [0.180, 0.033, 0.050], [0.156, 0.170, -0.020], [0.046, -0.023, 0.141], [0.104, 0.030, -0.133], [-0.100, -0.345, -0.049], [-0.034, -0.178, 0.197], [-0.211, -0.221, -0.064]], "homo_lumo_gap_ev": [8.5685, 8.5688], "e_homo_ev": [-9.28, -9.28]}

Entry 5:
{"formula": "C5H9N", "method": "the ωB97M-V functional and the def2-TZVPD basis", "species": ["C", "C", "C", "N", "H", "H", "H", "H", "H", "C", "C", "H", "H", "H", "H"], "positions_angstrom": [[0.04377, -0.20068, 1.80163], [-0.92584, -0.89063, 1.08753], [1.65163, 0.10216, 0.77645], [1.44433, -0.56041, 1.83258], [-0.20545, 0.70200, 2.34819], [2.66157, 0.23122, 0.37463], [-0.67441, -0.43660, -0.22458], [-1.95906, -0.62209, 1.27494], [-0.75786, -1.95008, 0.91350], [-0.07847, 0.01856, -1.38437], [-0.61159, 1.07890, -1.99834], [-1.03265, 1.90609, -1.43559], [0.31021, -0.80625, -1.97761], [0.77352, 0.24873, -0.31175], [-0.63970, 1.17908, -3.07722]], "forces_ev_per_a": [[-0.782, -0.614, -0.320], [0.356, -0.043, 1.274], [-0.002, -0.333, -1.475], [-0.298, 0.404, 0.141], [0.010, 0.008, -0.050], [0.085, 0.014, 0.171], [0.756, 0.702, -0.966], [0.031, 0.148, -0.135], [0.120, 0.060, -0.211], [-0.921, -0.581, 0.083], [0.132, -0.111, 0.131], [-0.024, -0.020, 0.038], [0.042, 0.070, -0.137], [0.432, 0.308, 1.474], [0.062, -0.012, -0.019]], "homo_lumo_gap_ev": 8.9267, "e_homo_ev": -8.27}

Entry 6:
{"formula": "C5H9N", "method": "the ωB97M-V functional and the def2-TZVPD basis", "species": ["C", "N", "C", "C", "C", "C", "H", "H", "H", "H", "H", "H", "H", "H", "H"], "positions_angstrom": [[-2.10300, 0.51569, -0.10922], [-0.93398, -0.30889, -0.18878], [0.31559, 0.22768, -0.20295], [0.64781, 1.51841, -0.26052], [1.64045, -1.66328, 0.70358], [1.43257, -0.77481, -0.24769], [-2.13278, 1.02435, 0.85920], [-2.08408, 1.24326, -0.91911], [-2.99804, -0.10118, -0.13653], [-1.07136, -1.27976, -0.35700], [-0.01488, 2.37601, -0.26558], [1.67440, 1.85888, -0.20508], [1.05389, -1.72649, 1.61896], [2.53376, -2.24651, 0.84807], [2.03967, -0.66337, -1.13735]], "forces_ev_per_a": [[0.069, 0.032, 0.376], [-0.491, 0.137, 0.336], [0.717, -0.725, -0.490], [0.010, 1.231, 0.265], [0.403, -0.012, 1.252], [-0.603, 0.400, -0.186], [0.061, 0.294, -0.119], [-0.353, 0.199, -0.026], [0.006, -0.016, -0.313], [0.316, -0.359, -0.038], [-0.477, -0.401, 0.025], [0.136, -0.534, -0.112], [-0.453, 0.316, -0.356], [0.257, -0.357, -0.823], [0.400, -0.205, 0.209]], "smiles": "C=CC(=C)NC", "homo_lumo_gap_ev": 8.9123, "e_homo_ev": -7.83}

Entry 7:
{"formula": "C5H9N", "method": "the ωB97M-V functional and the def2-TZVPD basis", "species": ["C", "N", "C", "C", "C", "C", "H", "H", "H", "H", "H", "H", "H", "H", "H"], "positions_angstrom": [[0.27283, -0.85753, -1.47699], [-1.87048, 0.78951, -0.98767], [-1.08770, 0.36098, 0.13873], [0.08717, -0.30822, -0.10036], [1.25334, -0.11800, 0.74937], [1.35310, 0.58302, 1.87549], [-0.53389, -1.54440, -1.75569], [0.22074, -0.04930, -2.22360], [1.23830, -1.36830, -1.59338], [-1.95771, -0.35951, -0.24617], [-2.81199, 1.00344, -0.64534], [-1.12181, 0.86055, 1.10605], [2.14546, -0.58858, 0.35943], [0.50889, 1.00978, 2.41343], [2.30376, 0.58657, 2.38670]], "forces_ev_per_a": [[0.388, -0.174, -0.350], [-1.429, -1.778, 0.653], [2.537, 1.188, 1.100], [-0.296, 0.584, -0.544], [-0.241, -0.370, -0.072], [0.010, -0.405, 0.543], [0.088, 0.040, 0.046], [0.051, -0.093, 0.179], [-0.287, 0.058, 0.094], [-0.820, 0.036, -1.364], [0.176, 0.556, -0.060], [-0.613, 0.033, -0.064], [0.211, -0.016, 0.039], [0.172, 0.157, -0.292], [0.054, 0.185, 0.094]], "homo_lumo_gap_ev": 7.5376, "e_homo_ev": -7.55}

E_tot? In order: -21306.03802 -16911.71856 -36859.52667 -6816.19979 -6814.47779 -6819.44491 -6816.47655 eV.